# 1
Computed, not measured: an isolated molecule of C5H10O in a non-equilibrium geometry, with ωB97M-V/def2-TZVPD.

```
16
Properties=species:S:1:pos:R:3:forces:R:3:nbo_charge:R:1
C -0.427621 -1.193029 -2.087544 0.1 0.0 0.0 -0.620
C -0.907855 -1.042908 -0.650863 -0.4 0.0 -0.1 -0.068
O 0.163256 -0.758484 0.202789 0.1 -0.1 0.6 -0.616
C -0.076691 0.489477 1.401631 -0.2 0.0 -1.5 -0.126
C 0.475894 0.299442 2.662168 0.3 -0.6 1.1 -0.331
C 0.765786 1.284378 0.605446 0.2 0.9 -0.1 -0.148
H -1.251322 -1.462858 -2.758229 0.1 0.0 0.1 0.204
H 0.341104 -1.970216 -2.146898 -0.1 0.1 0.0 0.211
H 0.014661 -0.252844 -2.436793 -0.1 -0.1 0.0 0.201
H -1.680400 -0.247083 -0.602556 0.2 -0.1 0.0 0.139
H -1.403572 -1.973092 -0.325746 0.1 0.1 0.0 0.164
H -1.152685 0.629477 1.312545 0.1 0.0 0.1 0.213
H -0.139582 0.078624 3.526159 0.1 0.0 -0.1 0.194
H 1.553265 0.294025 2.790817 -0.2 0.0 0.0 0.189
H 0.395429 2.047698 -0.072403 0.0 -0.2 0.0 0.197
H 1.840090 1.181536 0.716910 -0.2 0.0 0.0 0.197
```
Positions in Å, forces in eV/Å.

As for the HOMO energy (spin up / spin down): -8.3 / -7.9 eV. For the orbital gap (spin up / spin down), the calculation gives 8.26 / 7.29 eV. Its net charge is 0. The spin multiplicity is 1.


# 2
Computed, not measured: an isolated molecule of C5H10O, with ωB97M-V/def2-TZVPD.

```
16
Properties=species:S:1:pos:R:3:forces:R:3:nbo_charge:R:1
C -1.694474 -0.368364 0.226859 -0.5 0.1 0.2 -0.348
C -1.124741 0.185032 1.290553 -0.1 -0.2 -0.1 -0.208
C -0.047113 1.194153 1.056721 0.0 -0.1 -0.2 -0.472
C 1.122796 0.347382 0.423160 0.2 0.0 -0.1 -0.059
O 0.695550 -0.818940 -0.270102 0.4 0.0 0.2 -0.553
C 0.654415 -0.862107 -1.675810 0.2 0.0 -0.2 -0.250
H -1.598486 0.103782 -0.750636 -0.1 -0.1 0.2 0.176
H -2.171066 -1.341366 0.242652 -0.3 0.2 0.2 0.199
H -1.132368 -0.328052 2.250457 -0.2 0.1 -0.1 0.198
H 0.289626 1.679041 1.986067 0.1 -0.3 -0.3 0.215
H -0.368796 2.006479 0.393405 0.0 -0.3 -0.1 0.209
H 1.747779 0.959813 -0.234360 0.0 0.0 0.1 0.177
H 1.723168 -0.028066 1.259534 0.1 0.1 -0.2 0.184
H 0.231879 0.035568 -2.154060 0.2 0.0 0.2 0.166
H 1.655919 -1.054894 -2.076461 0.0 0.2 -0.1 0.173
H 0.015911 -1.709461 -1.967980 0.2 0.2 0.2 0.194
```
Positions in Å, forces in eV/Å.

As for the HOMO energy: -9.0 eV. For the orbital gap, the calculation gives 10.07 eV. Its net charge is 0. The spin multiplicity is 1. As for the SMILES: C=CCCOC.


# 3
Computed, not measured: an isolated molecule of C5H10O, with ωB97M-V/def2-TZVPD.

```
16
Properties=species:S:1:pos:R:3:forces:R:3:nbo_charge:R:1
C 2.049992 -0.107490 0.063406 0.3 0.0 -0.1 -0.247
O 0.916093 -0.267626 0.884870 0.0 0.0 0.1 -0.521
C -0.294138 0.016203 0.237148 -0.2 0.1 0.0 0.238
C -0.614363 1.491485 0.141998 0.0 0.0 0.0 -0.625
C -0.742249 -0.938306 -0.835097 0.1 -0.1 -0.2 -0.452
C -1.391828 -0.951880 0.528142 -0.1 0.0 0.2 -0.426
H 2.927012 -0.192833 0.709563 -0.1 0.0 -0.1 0.193
H 2.101412 -0.883417 -0.714095 0.0 0.1 0.1 0.165
H 2.074447 0.874166 -0.430927 0.0 -0.1 0.1 0.164
H -1.476147 1.665672 -0.510032 0.1 -0.1 0.1 0.212
H -0.842096 1.899093 1.132678 0.1 -0.1 -0.1 0.216
H 0.231811 2.053505 -0.268270 -0.1 -0.1 0.0 0.210
H -1.305323 -0.546696 -1.678230 0.1 0.0 0.1 0.214
H -0.085304 -1.769422 -1.076193 -0.1 0.1 0.1 0.221
H -1.146770 -1.778424 1.187918 0.0 0.1 -0.1 0.228
H -2.402554 -0.564037 0.627121 0.2 -0.1 0.0 0.212
```
Positions in Å, forces in eV/Å.

As for the HOMO energy: -9.7 eV. For the orbital gap, the calculation gives 10.74 eV. Its net charge is 0. The spin multiplicity is 1. As for the SMILES: COC1(C)CC1.


Repeat the third record exactly.
Computed, not measured: an isolated molecule of C5H10O, with ωB97M-V/def2-TZVPD.

```
16
Properties=species:S:1:pos:R:3:forces:R:3:nbo_charge:R:1
C 2.049992 -0.107490 0.063406 0.3 0.0 -0.1 -0.247
O 0.916093 -0.267626 0.884870 0.0 0.0 0.1 -0.521
C -0.294138 0.016203 0.237148 -0.2 0.1 0.0 0.238
C -0.614363 1.491485 0.141998 0.0 0.0 0.0 -0.625
C -0.742249 -0.938306 -0.835097 0.1 -0.1 -0.2 -0.452
C -1.391828 -0.951880 0.528142 -0.1 0.0 0.2 -0.426
H 2.927012 -0.192833 0.709563 -0.1 0.0 -0.1 0.193
H 2.101412 -0.883417 -0.714095 0.0 0.1 0.1 0.165
H 2.074447 0.874166 -0.430927 0.0 -0.1 0.1 0.164
H -1.476147 1.665672 -0.510032 0.1 -0.1 0.1 0.212
H -0.842096 1.899093 1.132678 0.1 -0.1 -0.1 0.216
H 0.231811 2.053505 -0.268270 -0.1 -0.1 0.0 0.210
H -1.305323 -0.546696 -1.678230 0.1 0.0 0.1 0.214
H -0.085304 -1.769422 -1.076193 -0.1 0.1 0.1 0.221
H -1.146770 -1.778424 1.187918 0.0 0.1 -0.1 0.228
H -2.402554 -0.564037 0.627121 0.2 -0.1 0.0 0.212
```
Positions in Å, forces in eV/Å.

As for the HOMO energy: -9.7 eV. For the orbital gap, the calculation gives 10.74 eV. Its net charge is 0. The spin multiplicity is 1. As for the SMILES: COC1(C)CC1.


Question: Look up the net charge of the third one.
Answer: 0


Please write out number 3 again, unchanged.
Computed, not measured: an isolated molecule of C5H10O, with ωB97M-V/def2-TZVPD.

```
16
Properties=species:S:1:pos:R:3:forces:R:3:nbo_charge:R:1
C 2.049992 -0.107490 0.063406 0.3 0.0 -0.1 -0.247
O 0.916093 -0.267626 0.884870 0.0 0.0 0.1 -0.521
C -0.294138 0.016203 0.237148 -0.2 0.1 0.0 0.238
C -0.614363 1.491485 0.141998 0.0 0.0 0.0 -0.625
C -0.742249 -0.938306 -0.835097 0.1 -0.1 -0.2 -0.452
C -1.391828 -0.951880 0.528142 -0.1 0.0 0.2 -0.426
H 2.927012 -0.192833 0.709563 -0.1 0.0 -0.1 0.193
H 2.101412 -0.883417 -0.714095 0.0 0.1 0.1 0.165
H 2.074447 0.874166 -0.430927 0.0 -0.1 0.1 0.164
H -1.476147 1.665672 -0.510032 0.1 -0.1 0.1 0.212
H -0.842096 1.899093 1.132678 0.1 -0.1 -0.1 0.216
H 0.231811 2.053505 -0.268270 -0.1 -0.1 0.0 0.210
H -1.305323 -0.546696 -1.678230 0.1 0.0 0.1 0.214
H -0.085304 -1.769422 -1.076193 -0.1 0.1 0.1 0.221
H -1.146770 -1.778424 1.187918 0.0 0.1 -0.1 0.228
H -2.402554 -0.564037 0.627121 0.2 -0.1 0.0 0.212
```
Positions in Å, forces in eV/Å.

As for the HOMO energy: -9.7 eV. For the orbital gap, the calculation gives 10.74 eV. Its net charge is 0. The spin multiplicity is 1. As for the SMILES: COC1(C)CC1.